The molecule C17H25F3N4O3. Source: the Open Molecules 2025 dataset; level of theory: ωB97M-V with the def2-TZVPD basis set.

The geometry in XYZ format:
```
52
Properties=species:S:1:pos:R:3:forces:R:3:mulliken_charge:R:1
C 3.024 -0.500 -2.858 0.0 0.0 0.0 -0.833
C 3.767 0.458 -1.936 0.0 0.0 0.0 -0.424
C 2.938 1.682 -1.565 0.0 0.0 0.0 -1.004
N 1.747 1.341 -0.797 0.0 0.0 0.0 0.301
C 0.515 1.365 -1.380 -0.1 0.1 0.1 -0.514
O 0.353 1.523 -2.573 0.0 -0.1 0.0 -0.653
C -0.703 1.169 -0.447 0.1 0.0 -0.1 1.012
C -1.043 2.462 0.232 0.1 0.0 0.0 -0.293
N -0.111 3.350 0.551 0.0 0.0 0.0 -0.383
N -0.780 4.348 1.138 0.0 0.0 0.0 -0.234
C -2.111 4.118 1.199 0.0 0.0 0.0 -0.883
C -2.331 2.892 0.621 0.0 0.0 0.1 0.386
C -3.624 2.168 0.435 0.0 0.0 -0.1 -1.222
N -0.653 0.042 0.515 0.1 0.1 -0.1 0.246
C 0.069 0.344 1.749 0.1 0.0 0.1 -0.424
C -0.156 -0.707 2.820 -0.1 0.0 0.0 -1.347
C 0.371 -2.028 2.289 0.1 0.0 0.0 0.399
C 0.234 -3.145 3.292 0.0 0.0 0.0 0.649
F -1.048 -3.377 3.629 -0.1 0.0 0.0 -0.286
F 0.731 -4.305 2.827 0.0 -0.1 0.0 -0.279
F 0.893 -2.869 4.433 0.0 0.0 0.1 -0.284
C -0.348 -2.365 0.993 0.0 0.0 0.0 -1.411
C -0.244 -1.244 -0.058 -0.3 -0.2 0.2 0.829
C -1.091 -1.656 -1.269 0.3 -0.1 -0.4 0.137
O -1.632 -0.932 -2.060 -0.2 -0.1 0.2 -0.579
O -1.067 -2.994 -1.432 0.0 0.1 0.0 -0.290
C -1.710 -3.463 -2.625 0.0 0.0 0.0 -0.753
H 3.644 -1.359 -3.115 0.0 0.0 0.0 0.376
H 2.111 -0.872 -2.388 0.0 0.0 0.0 0.043
H 2.726 0.001 -3.780 0.0 0.0 0.0 0.296
H 4.075 -0.060 -1.022 0.0 0.0 0.0 0.262
H 4.682 0.805 -2.424 0.0 0.0 0.0 0.383
H 3.536 2.381 -0.978 0.0 0.0 0.0 0.413
H 2.609 2.195 -2.469 0.0 0.0 0.0 0.404
H 1.768 1.541 0.188 0.0 0.0 0.0 0.316
H -1.509 0.954 -1.141 0.0 0.0 0.0 0.423
H -0.283 5.165 1.444 0.0 0.0 0.0 0.178
H -2.790 4.834 1.631 0.0 0.0 0.0 0.504
H -4.465 2.799 0.721 0.0 0.0 0.0 0.400
H -3.762 1.878 -0.608 0.0 0.0 0.0 0.291
H -3.664 1.255 1.031 0.0 0.0 0.0 0.244
H 1.161 0.411 1.599 0.0 0.0 0.0 0.188
H -0.266 1.312 2.110 0.0 0.0 0.0 0.451
H 0.359 -0.409 3.734 0.0 0.0 0.0 0.383
H -1.224 -0.794 3.035 0.0 0.0 0.0 0.442
H 1.447 -1.933 2.101 0.0 0.0 0.0 0.248
H 0.049 -3.281 0.566 0.0 0.0 0.0 0.432
H -1.405 -2.533 1.212 0.0 0.0 0.0 0.407
H 0.796 -1.206 -0.432 0.0 0.0 0.0 0.186
H -1.592 -4.542 -2.612 0.0 0.0 0.0 0.237
H -2.763 -3.190 -2.621 0.0 0.0 0.0 0.325
H -1.234 -3.031 -3.504 0.0 0.0 0.0 0.307
```
Forces are in eV/Å.

Its spin multiplicity is 1. As for the structure (SMILES): CCCNC(=O)[C@H](c1n[nH]cc1C)N1CC[C@@H](C(F)(F)F)C[C@H]1C(=O)OC. For the HOMO energy, the calculation gives -8.72 eV. Its frontier orbital gap is 9.42 eV. The calculation puts the energy relative to the best compared isomer or geometry (same formula, charge and spin) at 12.2 kcal/mol. The value obtained for the total energy is -1407.18417 Ha. As for the LUMO energy: 0.704 eV.